Entry 1:
Computed, not measured: a 4-piece molecular cluster, C26H63ClN5O2S overall at a distorted geometry, with wB97M-V/def2-TZVPD.

Computed properties:
Electronic energy = -2310.7445 Ha
LUMO energy = -0.1040 Ha
Total charge = +1

CARTESIAN COORDINATES (ANGSTROEM)
O (4.03967, -0.21983, 1.11211)
S (5.14466, 0.19756, 0.27997)
O (5.60532, 1.55569, 0.28540)
Cl (6.73197, -0.97465, 0.79709)
C (4.85525, -0.31754, -1.40119)
C (4.59685, -1.82203, -1.55877)
C (3.51080, -2.16371, -2.59781)
C (2.18246, -1.41103, -2.41208)
N (1.93266, -1.04213, -1.02384)
C (0.88824, -0.02681, -0.92715)
C (0.17280, -0.04979, 0.41343)
N (-0.47421, -1.40173, 0.67802)
C (0.20711, -2.53893, -0.06033)
C (1.68735, -2.18728, -0.15252)
H (3.96008, 0.27176, -1.63633)
H (5.70001, 0.06127, -1.98254)
H (4.31742, -2.23450, -0.58127)
H (5.52953, -2.31895, -1.84118)
H (3.34310, -3.24819, -2.57536)
H (3.88467, -1.94969, -3.60727)
H (1.34653, -2.00541, -2.82505)
H (2.19902, -0.47719, -2.99095)
H (1.33256, 0.97431, -1.01907)
H (0.14278, -0.12003, -1.74026)
H (0.84038, 0.14760, 1.25567)
H (-0.62418, 0.69786, 0.41951)
H (-0.43219, -1.59166, 1.68127)
H (-1.46566, -1.35985, 0.43993)
H (0.02541, -3.45365, 0.50998)
H (-0.27657, -2.62358, -1.03751)
H (2.23232, -3.05555, -0.53432)
H (2.08786, -1.99330, 0.85380)
C (-3.53639, -2.32749, -6.60821)
C (-2.07635, -2.13270, -6.23421)
N (-1.52615, -3.25550, -5.48654)
C (-0.24435, -2.96915, -4.87429)
C (0.95727, -2.68679, -5.78402)
C (-1.64913, -4.56383, -6.12405)
C (-1.04994, -4.72645, -7.52320)
H (-4.13425, -2.55909, -5.72541)
H (-3.92596, -1.41594, -7.06230)
H (-3.66953, -3.13253, -7.33139)
H (-1.98621, -1.25345, -5.58758)
H (-1.50341, -1.90006, -7.14413)
H (0.00115, -3.80857, -4.21310)
H (-0.39907, -2.09353, -4.22958)
H (1.33478, -3.59380, -6.25381)
H (1.77489, -2.25645, -5.20052)
H (0.70917, -1.97441, -6.57150)
H (-2.71098, -4.81272, -6.16817)
H (-1.19920, -5.29102, -5.44258)
H (-1.32563, -3.89537, -8.17446)
H (-1.43189, -5.63936, -7.98256)
H (0.03704, -4.79400, -7.50955)
C (2.14212, -0.80314, 2.75004)
C (1.70902, 0.63250, 3.00232)
N (1.10085, 0.83186, 4.30565)
C (0.35938, 2.07954, 4.39589)
C (1.11610, 3.40140, 4.25093)
C (1.93003, 0.48648, 5.45778)
C (3.28636, 1.18490, 5.58061)
H (1.31559, -1.49382, 2.93939)
H (2.48897, -0.91733, 1.71899)
H (2.96982, -1.09703, 3.39528)
H (0.93892, 0.91433, 2.27054)
H (2.55876, 1.30211, 2.80167)
H (-0.18109, 2.07656, 5.34634)
H (-0.40749, 2.03670, 3.61359)
H (1.68803, 3.65901, 5.14124)
H (0.39445, 4.20225, 4.07827)
H (1.80127, 3.39151, 3.40115)
H (2.09022, -0.59397, 5.44652)
H (1.32802, 0.68952, 6.34630)
H (3.83316, 1.17100, 4.63572)
H (3.90120, 0.66809, 6.31895)
H (3.19242, 2.22295, 5.89552)
C (-3.21919, 1.46190, 2.65056)
C (-3.84710, 2.74554, 2.12421)
N (-4.68544, 3.34446, 3.13874)
C (-5.51033, 4.45546, 2.68188)
C (-4.79108, 5.73079, 2.23630)
C (-4.01514, 3.50204, 4.42013)
C (-2.70515, 4.29626, 4.41448)
H (-3.98488, 0.78456, 3.03190)
H (-2.67216, 0.94497, 1.85392)
H (-2.51120, 1.66083, 3.45566)
H (-4.47676, 2.52860, 1.25574)
H (-3.04240, 3.41009, 1.76532)
H (-6.20298, 4.69758, 3.49155)
H (-6.12191, 4.08290, 1.85472)
H (-4.36990, 6.27726, 3.07968)
H (-5.49550, 6.39392, 1.73170)
H (-3.98274, 5.51653, 1.53489)
H (-3.80182, 2.49706, 4.79659)
H (-4.72316, 3.93699, 5.12823)
H (-2.09381, 4.04142, 3.54544)
H (-2.12785, 4.03250, 5.30332)
H (-2.84551, 5.37610, 4.42216)

Atoms 1-3, force components in eV/Å:
1.480 0.609 -0.874
0.155 0.365 0.045
-0.401 -0.653 0.064

***

Entry 2:
Computed, not measured: a 6-piece molecular cluster, C26H63N4O17P3S5 overall at a distorted geometry, with wB97M-V/def2-TZVPD.

Computed properties:
ΔE to the lowest compared entry with this formula, charge and spin = 0.000 eV
SMILES = NP(O)[PH](COCOCCO)(CC(N)(N)N)P(=O)(O)O.O=S1(=O)CCCC1.O=S1(=O)CCCC1.O=S1(=O)CCCC1.O=S1(=O)CCCC1.O=S1(=O)CCCC1
Electronic energy = -5541.5077 Ha
LUMO energy = 0.0114 Ha

CARTESIAN COORDINATES (ANGSTROEM)
N (0.07072, 5.34485, 0.38964)
P (-0.90710, 4.42313, -0.67838)
O (-0.52737, 4.97379, -2.22357)
P (-0.38384, 2.19781, -0.58365)
C (-0.80870, 2.20282, 1.24893)
O (-2.04470, 1.60094, 1.59675)
C (-3.18376, 2.32419, 1.22556)
O (-3.87658, 1.55946, 0.24168)
C (-4.85797, 2.33714, -0.45342)
C (-4.25976, 2.77452, -1.79101)
O (-5.29897, 3.25582, -2.65052)
C (1.29072, 2.38962, -1.39863)
C (2.46694, 2.87097, -0.49169)
N (2.31007, 2.58411, 0.93468)
N (2.81258, 4.26624, -0.71870)
N (3.68131, 2.09387, -0.92435)
P (-0.06743, -0.03238, -0.68972)
O (-0.13902, -0.45835, -2.11035)
O (1.35619, -0.47688, -0.00811)
O (-1.19106, -0.91507, 0.10357)
H (-0.44420, 6.08779, 0.84733)
H (0.61526, 4.79630, 1.03955)
H (-1.26861, 5.48783, -2.56266)
H (-1.48146, 2.02326, -1.47075)
H (-0.76883, 3.20066, 1.71407)
H (-0.02862, 1.61591, 1.75520)
H (-2.99513, 3.37044, 0.93083)
H (-3.83295, 2.35929, 2.11434)
H (-5.76630, 1.74367, -0.61895)
H (-5.11531, 3.19614, 0.18565)
H (-3.57561, 3.61560, -1.59078)
H (-3.67186, 1.94959, -2.22354)
H (-4.83970, 3.59877, -3.42838)
H (1.26595, 3.03784, -2.28826)
H (1.59738, 1.40839, -1.78722)
H (3.05297, 1.96497, 1.24747)
H (2.45846, 3.45380, 1.44372)
H (2.70937, 4.48767, -1.70500)
H (3.80368, 4.39052, -0.52110)
H (3.52825, 1.10981, -0.69665)
H (3.77286, 2.18608, -1.93366)
H (1.40580, 0.07868, 0.79277)
H (-1.71077, -1.37226, -0.57476)
C (5.99078, -3.11301, -0.50880)
C (6.28426, -2.82468, 0.96923)
C (5.00885, -2.23052, 1.58293)
S (3.63784, -2.89641, 0.62682)
O (2.99170, -1.81176, -0.07724)
O (2.89003, -3.82114, 1.43964)
C (4.63841, -3.81359, -0.53455)
H (6.76515, -3.72816, -0.96473)
H (5.93640, -2.17408, -1.06414)
H (6.53691, -3.75756, 1.47866)
H (7.13010, -2.14820, 1.08843)
H (4.88842, -2.51498, 2.62594)
H (4.98667, -1.14554, 1.48965)
H (4.16367, -3.80206, -1.51414)
H (4.71813, -4.83788, -0.16824)
C (-5.51176, 5.33251, 3.18940)
C (-5.19199, 4.81284, 4.59466)
C (-3.77701, 5.27878, 4.94426)
S (-3.50460, 6.79619, 4.02392)
O (-2.46121, 6.56616, 3.05124)
O (-3.45654, 7.91076, 4.93593)
C (-5.08104, 6.79588, 3.17645)
H (-6.56914, 5.22405, 2.94932)
H (-4.93689, 4.76938, 2.44848)
H (-5.90709, 5.23167, 5.30810)
H (-5.26393, 3.72717, 4.64763)
H (-3.66598, 5.48158, 6.00716)
H (-3.02824, 4.55473, 4.62369)
H (-4.95957, 7.20332, 2.17476)
H (-5.76801, 7.41530, 3.75287)
C (-4.37020, -1.13466, 6.07706)
C (-4.43410, -1.46270, 4.57967)
C (-5.25935, -0.36194, 3.90317)
S (-5.04653, 1.10989, 4.90705)
O (-6.31510, 1.46091, 5.49382)
O (-4.25487, 2.07097, 4.17913)
C (-4.02654, 0.34902, 6.16205)
H (-3.63107, -1.74532, 6.59391)
H (-5.34334, -1.31961, 6.53832)
H (-3.42356, -1.47145, 4.16558)
H (-4.86925, -2.44483, 4.39968)
H (-4.91204, -0.15822, 2.89117)
H (-6.32061, -0.60550, 3.88968)
H (-4.24753, 0.79014, 7.13184)
H (-2.98444, 0.52779, 5.89598)
C (5.74548, -5.91514, -5.26061)
C (6.10010, -6.45184, -3.86879)
C (7.52618, -5.98579, -3.54582)
S (7.77028, -4.45527, -4.45549)
O (8.78926, -4.66842, -5.45036)
O (7.82937, -3.35193, -3.52818)
C (6.17420, -4.45161, -5.26364)
H (4.68269, -6.01985, -5.47534)
H (6.30085, -6.46818, -6.02216)
H (5.40275, -6.04270, -3.13378)
H (6.02272, -7.53750, -3.82292)
H (7.65979, -5.79483, -2.48326)
H (8.27077, -6.70149, -3.89034)
H (6.26995, -4.03105, -6.26219)
H (5.49893, -3.84268, -4.66199)
C (-1.19538, -3.15208, -4.17098)
C (-1.93478, -4.42449, -4.60617)
C (-0.96261, -5.59884, -4.44266)
S (0.16877, -5.13066, -3.12589)
O (1.49391, -4.99420, -3.68582)
O (-0.08198, -5.95009, -1.96744)
C (-0.50915, -3.49892, -2.85651)
H (-1.87365, -2.30832, -4.05432)
H (-0.44882, -2.88371, -4.92208)
H (-2.80615, -4.57606, -3.96470)
H (-2.29359, -4.35250, -5.63284)
H (-1.47529, -6.51628, -4.16264)
H (-0.37626, -5.76307, -5.34546)
H (0.28698, -2.80658, -2.59231)
H (-1.23019, -3.57069, -2.04171)

Atoms 1-3, force components in eV/Å:
-0.251 -0.484 -0.378
-1.299 1.353 0.185
0.492 -0.476 0.186

***

Number 1 is which compound? C26H63ClN5O2S